(1)
120
Properties=species:S:1:pos:R:3:forces:R:3 method="wB97M-V/def2-TZVPD" total_charge=0 relative_energy_ev=7.6679
H -0.27540 -1.53060 6.71382 -0.079 -0.109 -0.033
H -0.15894 -0.17493 6.04802 -0.057 0.172 0.097
O 0.33078 -0.79027 6.60589 -0.036 0.000 -0.156
H 4.28720 -1.26263 -0.34660 -0.295 -0.247 -0.446
H 5.18811 -1.45329 0.82473 -0.061 0.015 0.162
O 4.39332 -0.96833 0.55929 0.333 -0.399 0.236
H -1.21542 -0.64493 1.95126 -0.463 -0.198 -0.283
H -2.43258 -0.64664 2.77772 -0.630 0.044 0.174
O -2.19252 -0.58838 1.84727 0.460 0.068 0.162
H 1.22083 -1.48311 4.91099 -0.066 0.212 -0.689
H 2.48151 -2.02193 5.24612 0.836 -0.228 -0.370
O 1.99298 -1.84289 4.43245 -0.435 0.093 1.394
H 5.59412 2.15557 0.83944 -1.111 0.314 -0.520
H 5.54368 0.52716 1.15858 -0.979 0.601 -0.514
O 5.98230 1.37386 1.18343 2.213 -0.566 1.142
H -4.68163 -3.58428 0.29289 -0.386 -1.008 0.194
O -3.92858 -3.78477 0.87152 -0.193 1.195 -0.787
H -3.02228 1.34912 3.55803 0.075 0.431 0.217
O -3.04652 0.91108 4.42128 0.068 -0.689 -0.181
H -5.31448 2.73761 0.29981 -0.073 -0.308 0.080
H -4.11933 3.56705 0.01798 0.428 0.117 -0.101
O -5.00035 3.63771 0.39606 -0.137 0.271 0.117
H 3.41887 -4.36446 4.28271 -0.555 0.177 -0.820
H 3.76699 -3.11313 3.27360 -1.103 -0.158 -0.547
O 3.95186 -3.60621 4.05713 1.916 -0.241 1.422
H -0.04792 4.51172 -3.28289 0.292 -0.147 0.017
H 0.49399 3.65629 -4.46649 0.289 0.036 0.552
O -0.09007 4.38049 -4.23322 -0.556 0.825 -0.282
H 3.47943 5.68836 0.90179 0.027 -0.190 0.446
H 3.19108 4.40956 0.06578 0.321 0.121 0.733
O 3.55855 5.30173 0.03273 -0.094 0.215 -0.892
H 1.14840 6.10475 -0.19069 0.670 0.423 0.984
O 0.24185 5.89487 -0.34200 -0.965 -0.688 -2.044
H -0.25130 -0.17170 -5.33700 0.934 -0.382 0.123
H -0.24497 -1.19633 -6.59925 0.752 0.093 0.453
O -0.70069 -0.52861 -6.09098 -1.659 0.247 -0.621
H -1.24032 -3.40775 4.19801 -0.381 -0.336 0.028
H 0.08864 -3.72056 4.95253 0.081 0.063 -0.258
O -0.73165 -3.21951 4.98622 0.410 0.245 0.608
H 0.94069 -6.16011 0.89172 0.053 -0.005 -0.045
H -0.18821 -6.07973 -0.12465 0.010 -0.265 -0.335
O 0.74506 -5.87514 -0.00882 -0.008 0.194 0.183
H 0.74229 2.45239 -5.81517 0.204 -0.050 -0.248
H 0.70840 1.66974 -4.53797 -0.043 0.077 0.141
O 1.31388 2.18714 -5.08230 -0.757 0.617 -0.141
H -0.01080 -2.34384 1.93449 0.223 0.421 0.057
H -0.33451 -2.00892 3.36060 0.527 0.264 0.303
O 0.16292 -1.65641 2.60682 -0.731 -0.418 -0.217
H 0.19974 -5.43494 -4.04937 -1.208 -0.554 -0.461
H 0.75255 -5.42757 -2.80328 -0.468 -0.557 1.202
O -0.07000 -5.78727 -3.18189 1.634 0.992 -0.698
H -0.29077 0.23251 0.45308 -0.030 0.716 -0.079
O -0.29611 1.06204 -0.05604 -0.007 -0.153 0.360
H 3.01987 1.15520 -4.82031 -0.022 0.173 -0.586
H 2.57908 -0.07004 -4.12140 0.056 -0.474 -0.600
O 2.82269 0.23435 -5.01036 0.501 -0.852 0.846
H -0.88663 -4.58037 1.07525 -0.051 0.017 -0.061
O -0.87730 -4.06975 1.88801 0.369 -0.188 0.094
H -4.08497 2.02672 -2.96945 0.852 0.203 -0.143
H -4.76077 0.80905 -2.65784 0.763 -0.714 0.181
O -3.83585 1.09983 -2.82392 -1.666 0.498 0.040
H -3.47591 0.83196 -0.75741 0.137 -0.092 0.036
H -3.14109 0.68906 0.77122 0.305 -0.203 -0.132
O -3.64893 1.18996 0.12016 -0.400 0.258 0.116
H -2.21513 -1.49273 -0.47501 -0.644 1.030 0.130
H -2.20721 -2.38321 -1.59940 -0.734 -0.109 -0.949
O -2.77243 -1.67447 -1.25332 0.694 -0.654 0.576
H 3.11155 -4.95527 -1.37252 0.162 -0.075 -0.089
H 2.90325 -3.75957 -0.49718 0.088 0.102 0.013
O 3.27744 -4.00462 -1.35426 -0.474 -0.052 0.204
H 3.66401 3.13664 -3.57110 -0.226 0.171 0.045
H 3.83543 3.85837 -2.23069 -0.295 0.243 -0.367
O 4.32057 3.37837 -2.91375 0.427 0.043 0.227
H 1.83049 3.64356 -0.52113 -0.360 -0.598 -0.024
H 1.70756 2.43689 -1.48609 0.230 -0.040 0.522
O 1.61945 3.39580 -1.42717 -0.286 0.312 -0.713
H -5.08352 -1.17012 -1.43306 0.489 -0.134 0.902
H -5.98376 -0.58308 -0.21156 0.785 -0.209 0.148
O -5.86822 -0.69907 -1.15384 -1.063 0.353 -1.159
H 2.90372 0.27399 -2.46964 -0.045 0.784 0.317
H 1.33664 0.51892 -2.63613 0.201 0.141 -0.191
O 2.02485 0.06661 -2.13950 -1.165 -1.155 -0.115
H 2.55253 -0.34136 2.10961 0.258 0.096 0.097
H 1.09169 -0.18398 2.29054 0.175 0.203 0.155
O 1.88139 0.34755 2.08578 -0.117 -0.239 -0.092
H -3.85620 -3.05945 -3.46968 -0.206 -0.058 -0.334
H -3.53448 -4.45527 -4.04505 -0.858 -1.493 -1.892
O -3.30719 -3.84128 -3.40236 1.119 1.631 2.284
H 0.40475 -1.42230 -0.68426 0.148 -0.005 -0.123
O -0.26754 -1.66867 -0.03372 0.287 -0.238 -0.002
H 0.44934 3.39189 1.72887 -0.553 0.158 -0.132
H 1.27042 2.82799 2.82469 -0.132 -0.035 0.920
O 0.34813 2.94199 2.57511 0.131 0.223 -0.258
H -0.14616 0.72579 -0.93996 -0.049 0.219 -0.402
H -3.51991 -2.92508 0.66273 0.688 -0.177 0.632
H -1.79230 -3.93106 2.13091 -0.651 0.109 -0.147
H -3.73514 1.38408 4.89276 -0.017 0.161 0.045
H -0.41001 5.90983 0.34379 0.581 0.358 1.221
H -0.69830 -2.40569 -0.47257 0.371 -0.310 0.034
O -3.18185 -3.02025 3.95971 1.455 0.421 -1.442
H -3.47423 -3.92668 3.93114 -1.042 0.160 0.742
H -3.57878 -2.36930 4.53388 -0.635 -0.613 0.436
O 2.77884 2.74350 1.15031 -0.096 0.900 0.196
H 3.33475 1.99287 0.92038 -0.438 -0.207 0.031
H 1.95834 2.37638 1.52457 0.728 -0.786 -0.694
O -2.00329 4.20327 -0.23403 -1.826 -0.857 1.368
H -1.32633 3.58865 -0.47193 0.940 0.016 -0.200
H -1.90049 5.06969 -0.58031 0.649 0.703 -0.971
O -3.16560 3.44368 3.03353 0.300 -0.253 -1.181
H -3.66755 3.36878 2.20120 -0.648 0.174 0.321
H -2.29340 3.54469 2.62046 0.242 0.032 0.634
O 3.81301 1.32028 -1.14822 -0.972 -1.247 -0.151
H 4.13793 0.61513 -0.57845 0.634 0.900 0.303
H 4.25338 2.14880 -1.18247 1.398 0.596 -0.005
O 0.65987 -2.65067 -2.34081 0.179 -0.610 -0.403
H 0.71026 -2.74124 -3.29939 -0.311 0.335 -0.048
H 1.37192 -3.24815 -2.06865 0.201 0.175 0.304
O -1.07178 2.02730 -2.73281 0.558 -0.808 -0.723
H -1.01977 2.62126 -1.98638 -0.164 -0.039 0.127
H -1.83641 1.44351 -2.63232 -0.143 0.268 0.263



(2)
120
Properties=species:S:1:pos:R:3:forces:R:3 method="wB97M-V/def2-TZVPD" total_charge=0 relative_energy_ev=7.7244
H -3.22526 -1.08954 3.76495 -0.131 -0.208 -0.534
H -2.16912 -2.09734 3.13739 -0.274 0.702 -0.196
O -2.40212 -1.57046 3.90854 -0.131 0.000 0.509
H -0.11625 5.56400 -0.70222 0.550 0.191 -0.233
H -1.50344 5.11550 -1.01800 -0.787 -0.219 -0.746
O -0.59537 5.03464 -1.33877 -0.403 0.308 0.018
H 0.32781 0.70959 3.53605 0.079 0.181 0.529
H 0.15230 0.22428 2.15022 -0.023 0.078 -0.649
O -0.10214 0.01178 3.04564 0.267 -0.161 0.286
H -4.41229 0.22608 1.44010 0.085 0.661 -0.203
H -5.85269 0.82951 1.62617 0.259 -0.097 -0.294
O -5.21868 0.17620 1.94472 -1.028 -0.832 0.825
H -4.11756 4.51520 -1.21395 -0.440 -0.721 0.169
H -3.07969 3.22470 -1.14188 -1.324 0.208 -0.132
O -3.22576 4.18672 -1.27233 1.686 0.866 -0.058
H 0.50491 -6.37454 -2.93184 0.854 -0.058 -0.996
O 1.25523 -6.27902 -2.31627 -2.003 -0.257 -0.009
H -1.96321 -3.64952 3.28743 0.048 -0.661 0.228
O -2.32233 -4.23015 2.60427 -0.776 -0.009 0.049
H -0.33786 -3.08417 -1.36110 0.026 0.004 0.266
H -1.31071 -2.47307 -2.29165 0.108 0.200 -0.015
O -1.00906 -2.38792 -1.37186 0.403 -0.208 0.224
H -5.30341 2.26864 0.42270 -0.154 -0.006 0.446
H -6.29058 2.19621 -0.58440 -0.761 -0.048 0.060
O -6.27873 2.32232 0.37607 0.844 0.203 -0.657
H -0.88720 -2.52433 -4.62758 0.020 -0.007 0.071
H 0.19709 -3.36419 -3.92834 -1.758 1.014 -0.474
O -0.75113 -3.18759 -3.94267 -2.169 0.184 -0.004
H -3.00111 1.45058 0.03556 -0.529 0.358 0.690
H -3.57647 0.86421 -1.14918 -0.395 0.685 -0.730
O -3.71148 1.67078 -0.60313 0.966 -1.090 -0.111
H -5.04219 -2.69369 -1.94064 0.475 -0.319 -0.349
O -5.15093 -1.75450 -2.11948 -0.545 -0.530 0.546
H 4.32741 0.50890 -4.91123 -0.160 -0.773 -0.853
H 5.42559 0.18823 -3.82158 -0.270 -0.290 -0.040
O 4.77938 0.82270 -4.14890 0.258 1.159 1.021
H 1.54125 -2.45274 5.89144 -0.131 0.466 0.791
H 0.72982 -1.08067 5.49650 -0.041 -0.195 0.789
O 1.05664 -1.94522 5.24793 0.452 -0.076 -1.383
H 1.93423 1.25395 5.21651 -0.040 0.432 -0.503
H 1.28505 1.24438 6.55648 -0.384 0.350 0.175
O 1.14436 1.60669 5.67140 0.428 -0.669 0.303
H 3.96296 1.20075 -1.72504 -0.007 -0.246 0.776
H 2.99834 1.19364 -2.74749 -0.416 -0.080 -0.311
O 2.99304 1.09834 -1.78730 0.897 0.877 -0.352
H 0.03282 2.73136 4.21149 -0.245 -0.356 -0.611
H -0.48202 3.60212 5.17104 -0.642 0.494 -0.060
O -0.69929 3.36165 4.25530 1.145 -0.053 1.036
H 3.91151 -2.70983 0.91091 0.233 -0.047 0.069
H 3.13442 -2.11283 -0.21794 0.539 0.243 0.103
O 3.97580 -2.59579 -0.04328 0.062 -0.010 0.368
H 1.16538 -0.93214 -0.75755 -0.387 -0.479 -0.256
O 2.06572 -0.90253 -0.42449 -0.437 0.627 0.213
H 3.17132 0.53600 3.24244 -0.094 -0.506 0.082
H 3.49272 0.03577 4.72065 0.078 -0.465 -0.566
O 3.34035 0.79485 4.15142 0.031 0.730 0.456
H -0.62894 0.38063 5.84339 0.373 0.474 -1.019
O -1.43080 -0.07872 6.03110 -1.118 -0.520 1.279
H 1.93280 -0.28489 -3.35959 -0.707 -0.191 -0.184
H 1.85015 -1.80566 -3.84981 -0.092 0.647 0.502
O 2.26504 -1.16990 -3.24020 1.200 -1.009 0.071
H -0.43811 0.05749 0.10488 -0.217 0.738 -0.117
H -0.97890 -1.20981 0.53291 -0.730 -0.464 -0.197
O -1.22850 -0.27447 0.54661 1.145 -0.908 -0.429
H 1.10828 2.76133 0.44283 -0.471 0.385 0.348
H 1.49255 1.42641 -0.03738 0.446 -0.504 -0.311
O 1.00478 1.83258 0.67752 0.226 -0.221 0.100
H -0.94952 4.30762 0.57990 -0.806 -0.539 0.555
H -0.27126 3.77895 1.96517 -1.001 0.069 0.145
O -0.17478 4.21926 1.12216 2.242 0.623 -0.290
H -0.08722 3.39340 -4.01993 -0.139 0.173 0.382
H 0.83692 2.28254 -3.49210 -0.326 0.284 0.396
O 0.60335 2.78471 -4.28068 0.681 -0.069 -0.513
H 1.52130 4.96044 -0.04544 -0.176 -0.714 0.373
H 2.18411 6.13631 -0.59269 0.454 0.047 -0.414
O 2.11107 5.18928 -0.76850 0.054 0.623 0.376
H 4.73622 -4.65544 0.58018 -0.750 0.177 -0.615
H 3.39152 -5.56642 0.48418 -0.027 0.661 -0.309
O 4.28022 -5.46609 0.81288 0.800 -0.988 0.946
H 4.90530 -1.31352 -1.46976 0.182 -0.061 0.707
H 5.92798 -0.26871 -0.82165 -0.061 -0.111 0.564
O 5.55989 -0.62694 -1.62229 0.018 0.229 -1.452
H -2.47539 2.10320 1.90973 0.598 -0.202 0.708
H -2.07848 0.51230 1.89245 0.082 1.120 0.167
O -2.78184 1.18895 1.84664 -0.229 -0.529 -0.055
H 2.34569 -4.50603 -0.96550 0.878 0.660 -0.157
H 2.04129 -2.88644 -1.19718 0.822 -0.256 -0.078
O 1.73627 -3.79013 -1.11526 -2.326 -0.392 -0.388
H -3.41046 3.84262 2.23832 -0.032 0.140 0.082
O -2.47689 3.78496 2.47412 -0.802 0.413 -0.535
H -3.62296 -2.89369 1.48348 0.414 0.372 0.339
H -3.19461 -1.44968 0.88153 0.131 0.048 0.576
O -3.56780 -2.31158 0.72108 -0.552 -0.532 -1.137
H 2.45389 -0.17365 -0.98239 0.231 -0.503 -0.011
H 0.62098 -6.35082 -1.57880 1.024 0.212 0.788
H -1.83960 -0.55565 5.28620 0.999 0.265 -0.206
H -1.52958 -4.65462 2.27805 0.031 0.039 -0.296
H -5.72299 -1.57091 -1.36082 0.104 0.684 -0.029
H -2.41851 3.98990 3.41192 0.171 -0.276 0.076
O -0.01755 -3.57886 3.52213 -1.043 0.069 -0.048
H 0.60893 -2.89402 3.28924 0.576 -0.288 0.270
H 0.28689 -4.48140 3.50115 0.878 0.066 -0.142
O -0.47946 2.26090 -1.78793 0.001 -0.123 0.160
H -0.64313 1.98236 -0.87876 0.008 -0.221 -0.093
H -0.33498 3.21102 -1.66497 -0.024 0.415 -0.072
O 1.48754 -3.60600 -4.13632 3.578 -2.610 0.796
H 2.38008 -3.97776 -4.03443 0.703 0.802 -0.995
H 1.22189 -4.21180 -3.40556 -0.432 0.223 0.346
O -3.07852 -0.04499 -2.66076 0.143 -0.414 -0.092
H -2.47528 -0.23356 -3.38969 0.144 0.172 0.225
H -3.42297 -0.90964 -2.37591 -0.241 0.220 -0.181
O -0.85537 1.49616 -6.16856 -0.171 0.107 -0.640
H -0.09158 2.07116 -6.04269 -0.073 0.172 -0.001
H -1.56021 1.94040 -5.68960 -0.130 0.033 -0.030
O 5.92735 1.84275 -0.15083 0.019 0.405 0.665
H 6.36414 2.66766 0.10195 0.240 0.006 -0.588
H 5.45975 1.68613 0.67592 -0.347 -0.410 -0.004
O 0.08177 -0.09131 -4.24684 0.547 0.733 -0.150
H 0.79422 -0.31967 -4.85751 -0.310 -0.438 -0.161
H -0.02331 0.84288 -4.53056 -0.724 -0.562 0.225



Short version: HOMO = -10.324 -9.783 eV, in the order given.
Short version: E_LUMO = -0.031 -0.021 Eh, in the order given.
Short version: max |F| = 3.02 4.50 eV/A, in the order given.